Record 1
ORCA calculation (wB97M-V/def2-TZVPD) on C22H27BaBr2N5OS as an isolated structure.

As for the total energy: -6775.31602 Ha. The HOMO-LUMO gap is 7.0 eV. For the LUMO energy, the calculation gives -0.2 eV. The calculation puts the HOMO energy at -7.23 eV.

Each line ends with the Mulliken charge.
Geometry (Å):
Ba (0.12994, 0.01678, 0.52977)  1.6512
N (-1.42532, 2.10286, 1.96027)  -0.3351
C (-2.83830, 1.77090, 2.16635)  -0.8558
C (-3.42576, 1.14379, 0.91164)  -0.6152
N (-2.82054, -0.13737, 0.54927)  0.2463
C (-3.37654, -1.33473, 1.16862)  -0.6352
C (-2.58745, -1.83761, 2.37342)  -0.5789
N (-1.24454, -2.28689, 1.98106)  -0.3968
H (-1.00361, 2.46471, 2.80767)  0.2114
H (-1.33919, 2.82557, 1.25088)  0.2317
H (-3.44742, 2.64403, 2.42661)  0.3771
H (-2.90805, 1.07873, 3.00745)  0.2759
H (-3.25220, 1.82652, 0.07509)  0.3115
H (-4.51370, 1.05399, 1.03477)  0.3596
H (-2.80792, -0.22465, -0.45733)  -0.0066
H (-3.39101, -2.13210, 0.41846)  0.2620
H (-4.41778, -1.17459, 1.47860)  0.2768
H (-3.17125, -2.62735, 2.85992)  0.4060
H (-2.46965, -1.03542, 3.10299)  0.2445
H (-1.30180, -3.16144, 1.47058)  0.1867
H (-0.67818, -2.46787, 2.80323)  0.1960
Br (-2.25319, 3.13305, -3.26346)  -0.1849
C (-0.53500, 2.38628, -3.55022)  0.1595
C (0.11301, 2.62100, -4.77255)  -0.4980
C (1.34386, 2.08835, -5.01393)  -0.0237
Br (2.18772, 2.44546, -6.67585)  -0.2477
C (1.98316, 1.27673, -4.04245)  0.8399
C (3.25164, 0.67737, -4.20957)  -0.7329
C (3.77696, -0.09172, -3.21273)  -0.8171
C (3.03066, -0.27781, -2.03601)  -0.4686
N (1.85037, 0.25740, -1.84292)  0.1696
C (1.31603, 1.04262, -2.81901)  -0.3526
C (0.02035, 1.62966, -2.52744)  0.1914
O (-0.54067, 1.42371, -1.38788)  -0.6628
H (-0.37280, 3.23331, -5.51942)  0.4203
H (3.79574, 0.83930, -5.13000)  0.3281
H (4.74838, -0.55527, -3.31351)  0.4020
H (3.42795, -0.88647, -1.22932)  0.4673
N (5.63545, -0.10410, 6.78272)  -0.5174
C (4.93030, -0.03492, 5.87614)  0.0247
C (4.04703, 0.05234, 4.74511)  0.5784
C (2.67631, -0.12080, 4.91201)  -0.9513
C (1.84423, -0.03945, 3.80220)  0.0128
C (2.29056, 0.21125, 2.49114)  -0.4775
C (3.68539, 0.38224, 2.39093)  -0.3471
C (4.55286, 0.30886, 3.47083)  -0.7718
H (2.28024, -0.31608, 5.90202)  0.3784
H (0.77629, -0.17878, 3.99776)  0.3005
H (4.13219, 0.58878, 1.42034)  0.3505
H (5.62014, 0.44726, 3.34286)  0.3979
C (-2.31903, -1.06812, -2.92795)  -0.6724
S (-0.95009, -1.85504, -2.06427)  0.2364
C (-1.50236, -3.56874, -2.05601)  -1.0504
H (-2.36321, -1.40521, -3.96232)  0.3754
H (-2.12256, 0.00419, -2.91176)  0.0143
H (-3.27370, -1.27563, -2.44107)  0.3526
H (-2.45394, -3.67948, -1.53500)  0.2580
H (-0.74189, -4.15034, -1.53711)  0.3549
H (-1.59814, -3.94908, -3.07165)  0.3499

=====

Record 2
ORCA calculation (wB97M-V/def2-TZVPD) on a 2-piece molecular cluster, C16H19FNO2 overall in a non-equilibrium geometry.

As for the total charge: +1. As for the total energy: -925.87724 Ha. The HOMO-LUMO gap is 6.1 eV. For the LUMO energy, the calculation gives -4.9 eV. The calculation puts the HOMO energy at -11.06 eV.

Each line ends with the Mulliken charge.
Geometry (Å):
C (-1.96962, -0.72370, 1.82352)  -1.1757
C (-2.93119, -0.01077, 0.77166)  0.6448
C (-4.13417, 0.78442, 1.45503)  -1.4295
C (-3.45034, -1.01168, -0.38410)  -1.1690
C (-2.49102, -0.75297, -1.61637)  0.2942
C (-1.06156, -1.10868, -1.39800)  -0.1274
C (-0.08625, -0.85828, -2.47999)  0.4394
C (1.40842, -1.21832, -2.19197)  0.1300
O (1.82476, -2.32597, -2.33876)  -0.3896
O (2.21385, -0.17147, -1.70285)  -0.3548
C (-0.60462, -0.25564, -3.74288)  -0.4278
C (-2.03460, 0.04192, -3.84796)  -0.3475
N (-2.94305, -0.20079, -2.80950)  -0.0229
H (-1.76228, -1.80073, 1.55955)  0.3119
H (-2.37640, -0.64675, 2.87578)  0.3685
H (-0.96145, -0.20724, 1.79000)  0.2504
H (-2.29554, 0.78111, 0.26366)  0.2722
H (-4.78602, 1.15541, 0.61664)  0.3787
H (-4.67427, 0.12096, 2.18464)  0.3646
H (-3.67095, 1.68252, 1.96547)  0.3599
H (-4.53125, -0.84183, -0.64535)  0.4499
H (-3.33254, -2.09159, -0.07328)  0.3583
H (-0.72313, -1.53988, -0.42288)  0.3427
H (2.02787, 0.55741, -2.33908)  0.3296
H (0.10643, -0.02477, -4.57311)  0.4304
H (-2.47271, 0.48755, -4.78325)  0.3706
H (-3.94231, 0.02154, -2.90031)  0.3213
F (2.73085, 3.03586, 2.61286)  -0.3117
C (3.43280, 1.94416, 2.26384)  0.3549
C (3.25497, 1.39797, 1.00503)  -0.4538
C (3.98370, 0.27199, 0.64123)  -0.2156
C (4.87341, -0.29960, 1.54474)  -0.6728
C (5.03918, 0.25642, 2.80840)  -0.2947
C (4.31888, 1.38848, 3.16910)  -0.4657
H (2.55118, 1.85331, 0.31833)  0.3805
H (3.85936, -0.15814, -0.34052)  0.5352
H (5.43847, -1.18045, 1.26205)  0.3800
H (5.72955, -0.19196, 3.51295)  0.3749
H (4.44157, 1.84019, 4.14570)  0.4159

=====

Record 3
ORCA calculation (wB97M-V/def2-TZVPD) on an isolated ion of composition C5H8NO and charge +1 in a non-equilibrium geometry.

As for the total charge: +1. As for the SMILES: C[NH2+]C(C)=C=C=O. As for the total energy: -324.91538 Ha. The HOMO-LUMO gap is 8.3 eV. For the LUMO energy, the calculation gives -5.6 eV. The calculation puts the HOMO energy at -13.96 eV.

Each line ends with the Mulliken charge.
Geometry (Å):
C (-1.60214, -1.04585, 1.05881)  -0.0572
C (-2.81648, -1.41681, 0.98563)  0.4485
C (-0.42293, -0.55369, 0.83041)  0.3261
C (0.84445, -1.00747, 1.47996)  -1.2617
C (-0.89040, 0.55660, -1.40244)  -1.0622
N (-0.19985, 0.66262, -0.08073)  -0.1102
O (-3.99043, -1.89924, 1.14255)  -0.4339
H (1.68881, -0.80112, 0.81052)  0.4190
H (0.87835, -0.55659, 2.45741)  0.3135
H (0.92834, -2.04858, 1.64470)  0.3492
H (-1.89793, 0.72789, -1.40448)  0.4455
H (-0.77704, 1.16961, -2.21335)  0.4401
H (-0.79721, -0.49415, -1.77700)  0.3839
H (-0.45438, 1.64284, 0.33541)  0.4043
H (0.82764, 0.68781, -0.23651)  0.3951

=====

Record 4
ORCA calculation (wB97M-V/def2-TZVPD) on a 3-piece molecular cluster, ClHS2 overall in a non-equilibrium geometry.

As for the total energy: -1256.87375 Ha. The HOMO-LUMO gap is 3.4 eV. For the LUMO energy, the calculation gives -5.0 eV. The calculation puts the HOMO energy at -8.40 eV.

Each line ends with the Mulliken charge.
Geometry (Å):
H (0.79643, 1.39099, 2.76083)  0.0552
S (-1.43540, -0.04144, -1.63766)  0.2009
S (-1.05569, -0.90021, -0.06136)  0.2121
Cl (1.69467, -0.44933, -1.06181)  -0.4682

=====

Record 5
ORCA calculation (wB97M-V/def2-TZVPD) on C46H52BrCeN8O7S4 as an isolated structure in a non-equilibrium geometry.

As for the total charge: -1. As for the total energy: -7391.01703 Ha. The HOMO-LUMO gap (alpha / beta) is 5.3 / 5.4 eV. For the LUMO energy (alpha / beta), the calculation gives 0.2 / 0.3 eV. The calculation puts the HOMO energy (alpha / beta) at -5.05 / -5.06 eV.

Each line ends with the Mulliken charge.
Geometry (Å):
Ce (-0.50773, -0.23516, -0.59890)  0.5460
C (0.64468, 5.49994, 5.64279)  -2.0649
C (-0.61128, 4.84579, 5.06119)  2.0127
C (-1.31753, 4.08691, 6.19627)  -1.6646
C (-1.53260, 5.95933, 4.53706)  -1.6781
C (-0.29079, 3.88611, 3.92119)  -0.1575
C (-1.31928, 3.19841, 3.28903)  -0.7257
C (-1.02490, 2.37512, 2.23090)  0.6422
Br (-2.44938, 1.30799, 1.47596)  0.0413
C (0.25793, 2.20210, 1.66047)  -0.0106
O (0.40055, 1.53095, 0.55463)  -0.2350
C (1.31562, 2.81368, 2.38923)  -0.3964
C (0.99811, 3.63444, 3.46618)  -0.4524
C (2.81651, 2.61620, 2.09050)  2.7808
C (3.15058, 1.66495, 0.93305)  -2.5372
C (3.44661, 3.97997, 1.76463)  -1.9278
C (3.47820, 2.02266, 3.34613)  -1.8116
H (0.35465, 6.18543, 6.44131)  0.4490
H (1.18430, 6.07001, 4.88400)  0.3814
H (1.31780, 4.75228, 6.06696)  0.3836
H (-1.56371, 4.76712, 7.01570)  0.4422
H (-0.66503, 3.30036, 6.57944)  0.3610
H (-2.23928, 3.62149, 5.84695)  0.3296
H (-1.72624, 6.69667, 5.32029)  0.4537
H (-2.48811, 5.55289, 4.20332)  0.3347
H (-1.06590, 6.46528, 3.69004)  0.3536
H (-2.34977, 3.27669, 3.61075)  0.4661
H (1.82250, 4.10034, 3.98987)  0.2390
H (2.74391, 2.01608, -0.01311)  0.3403
H (2.75878, 0.66696, 1.12622)  0.1579
H (4.23827, 1.59100, 0.84043)  0.7290
H (2.98994, 4.39702, 0.86457)  0.3687
H (4.51886, 3.86551, 1.58729)  0.4544
H (3.30916, 4.69349, 2.57922)  0.3415
H (3.00109, 1.07278, 3.59551)  0.2852
H (3.39812, 2.68720, 4.20853)  0.3651
H (4.53785, 1.83609, 3.15685)  0.4828
N (-2.19502, -2.13133, 1.42963)  0.1241
C (-2.50758, -3.19873, 0.64498)  -0.3826
C (-3.72344, -3.85366, 0.75317)  -0.2287
C (-4.05594, -4.92179, -0.08532)  -0.5654
C (-3.18075, -5.36822, -1.03743)  -0.9495
C (-1.92627, -4.74166, -1.17728)  0.7229
C (-0.97316, -5.16671, -2.12839)  -1.1355
C (0.23315, -4.54013, -2.19847)  -1.0307
C (0.46635, -3.42887, -1.37398)  0.6942
N (-0.40623, -2.95675, -0.50918)  0.7320
C (-1.58258, -3.63857, -0.35381)  0.5537
H (-2.93657, -1.75280, 1.99269)  0.3820
H (-1.23759, -1.94527, 1.73353)  -0.4256
H (-4.42669, -3.50098, 1.49671)  0.3431
H (-5.02295, -5.39697, 0.02556)  0.3615
H (-3.44018, -6.19105, -1.69240)  0.3800
H (-1.21443, -5.99958, -2.77888)  0.4062
H (1.00575, -4.83688, -2.89400)  0.6488
H (1.41086, -2.92357, -1.44592)  -0.5614
S (0.55842, -0.96916, 2.19403)  -0.6496
C (1.54333, -2.40823, 2.37725)  1.1237
C (2.47239, -2.79104, 1.40713)  -0.4282
C (3.27395, -3.90466, 1.59567)  -0.4613
C (3.17400, -4.65464, 2.76005)  -0.5596
C (2.26292, -4.27349, 3.73718)  -0.5874
C (1.45324, -3.16533, 3.54963)  -0.6477
H (2.58696, -2.19164, 0.51391)  0.1111
H (3.98934, -4.16706, 0.82568)  0.4839
H (3.80507, -5.52132, 2.91256)  0.3872
H (2.18519, -4.84458, 4.65531)  0.3531
H (0.74064, -2.86432, 4.30798)  0.4186
O (-1.20963, 3.98078, -2.36231)  -0.5634
S (-1.18373, 3.02399, -1.23960)  0.4233
N (-1.56893, 1.62931, -1.57569)  -0.1416
N (7.75528, 1.21084, -5.03093)  -0.5915
C (6.80299, 0.39946, -4.40700)  1.1180
C (6.22358, 0.79066, -3.19927)  -0.7696
C (5.30124, -0.02396, -2.56989)  -0.4153
C (4.95534, -1.23694, -3.14371)  -0.7062
C (5.53833, -1.64917, -4.32987)  -0.4335
C (6.46388, -0.83729, -4.95878)  -0.7111
S (3.66011, -2.22522, -2.40890)  1.7444
O (4.20275, -2.86319, -1.23859)  -0.8413
O (3.16227, -3.11426, -3.43991)  -0.7352
N (2.54614, -1.17369, -1.91064)  -0.1344
C (1.91442, -0.43536, -2.83134)  0.3238
S (2.19980, -0.50638, -4.58316)  -0.1436
C (1.05727, 0.78309, -4.80590)  -0.6270
C (0.53345, 1.14878, -3.62753)  -0.7687
N (1.00045, 0.47040, -2.51772)  0.0984
H (7.68551, 2.18651, -4.78973)  0.2296
H (7.82500, 1.06932, -6.02573)  0.2266
H (6.47492, 1.75540, -2.77366)  0.3044
H (4.81759, 0.28745, -1.65162)  0.6077
H (5.22218, -2.58989, -4.76169)  0.4803
H (6.90215, -1.13808, -5.90357)  0.2692
H (0.84530, 1.16226, -5.79092)  0.4733
H (-0.21030, 1.91662, -3.49302)  0.3758
C (-6.33018, -2.95853, -1.70691)  -0.9687
C (-6.61767, -1.46748, -1.57233)  -1.5285
C (-5.39693, -0.57776, -1.85999)  2.7559
C (-5.89586, 0.89110, -1.75133)  -1.3955
C (-4.95364, 1.94292, -2.30800)  -0.9172
C (-4.91532, -0.83343, -3.26813)  -0.6968
O (-5.65427, -0.86799, -4.22932)  -0.6766
N (-3.56915, -1.05696, -3.40825)  0.2092
C (-2.61765, -1.05957, -2.38895)  -0.0407
O (-1.42260, -1.22688, -2.70566)  -0.5312
N (-2.99210, -0.95223, -1.11977)  2.3025
C (-4.31520, -0.80998, -0.77833)  -1.2961
O (-4.67810, -0.86788, 0.38359)  -0.6363
H (-7.22596, -3.53931, -1.48130)  0.5525
H (-5.54403, -3.25593, -1.01528)  -0.0831
H (-6.01371, -3.20689, -2.72171)  0.2934
H (-6.94141, -1.24404, -0.55599)  0.5089
H (-7.41142, -1.18486, -2.26443)  0.4661
H (-6.08258, 1.07413, -0.69160)  0.4706
H (-6.84982, 0.95067, -2.27924)  0.3910
H (-3.96408, 1.85039, -1.88028)  -0.0948
H (-5.32329, 2.94418, -2.08173)  0.5069
H (-4.85868, 1.85446, -3.39231)  0.2938
H (-3.20833, -1.17461, -4.34416)  0.3291

=====

It is found that the relative energy (zero: lowest compared OMol25 entry of this formula, charge and spin) values, taken in the order of the records, are 3.7; 249.0; 324.5; 747.7; 0.0 kJ/mol.